{"formula": "C6H25N2O4", "method": "ωB97M-V with the def2-TZVPD basis set", "spin_multiplicity": 1, "charge": 1, "symbols": ["O", "O", "O", "O", "N", "N", "C", "C", "C", "C", "C", "C", "H", "H", "H", "H", "H", "H", "H", "H", "H", "H", "H", "H", "H", "H", "H", "H", "H", "H", "H", "H", "H", "H", "H", "H", "H"], "xyz": [[0.723, 2.020, 1.709], [2.900, -0.789, 0.160], [-1.175, 0.632, 3.216], [0.056, 3.334, -0.602], [-0.122, -0.911, 0.250], [1.587, 1.135, -1.137], [-1.908, -2.710, 0.075], [-0.457, -0.260, -1.015], [-2.870, -1.903, 0.934], [0.821, 0.026, -1.811], [0.523, 0.418, -3.239], [-0.439, -2.345, 0.292], [-1.004, 0.682, -0.875], [0.027, -0.386, -3.787], [2.578, 1.014, -1.325], [1.435, -0.872, -1.781], [-0.136, -2.717, 1.279], [1.419, 1.113, -0.123], [1.201, 2.043, -1.434], [0.173, -2.859, -0.458], [-0.155, 1.274, -3.324], [-2.170, -2.596, -0.982], [-3.863, -2.355, 0.891], [-1.114, -0.880, -1.620], [-2.586, -1.923, 1.983], [-0.866, 0.298, 4.057], [-2.049, 1.018, 3.370], [0.086, 3.033, 0.329], [2.019, -1.022, 0.519], [-0.571, -0.472, 1.037], [-2.974, -0.881, 0.556], [0.003, 1.564, 2.215], [-2.038, -3.777, 0.279], [-0.078, 4.288, -0.596], [1.376, 2.334, 2.343], [1.428, 0.672, -3.793], [3.531, -1.391, 0.551]]}

{"formula": "C6H25N2O5", "method": "ωB97M-V with the def2-TZVPD basis set", "spin_multiplicity": 1, "charge": 1, "symbols": ["O", "O", "O", "O", "O", "N", "N", "C", "C", "C", "C", "C", "C", "H", "H", "H", "H", "H", "H", "H", "H", "H", "H", "H", "H", "H", "H", "H", "H", "H", "H", "H", "H", "H", "H", "H", "H", "H"], "xyz": [[2.280, -2.069, 0.120], [1.810, -1.571, -2.877], [1.621, 2.386, 1.978], [-0.449, 3.776, 1.138], [1.572, 1.484, -2.983], [-0.540, 2.035, -1.293], [-1.334, -3.618, -0.139], [-0.943, 0.587, -1.143], [-0.610, -2.473, -0.421], [-1.388, -0.477, 2.686], [-0.723, -1.348, 0.338], [0.027, -0.104, -0.180], [-1.819, -1.070, 1.316], [-0.569, 2.543, -0.379], [-2.067, 0.329, 2.949], [2.879, -1.362, 0.379], [2.215, -1.946, -2.074], [-1.517, -1.268, 3.425], [-0.313, -0.275, 2.680], [1.448, 2.351, 2.925], [2.447, 2.889, 1.949], [-1.088, 4.277, 1.657], [-1.387, -4.274, -0.904], [0.362, 3.766, 1.680], [0.439, 2.142, -1.605], [0.876, -1.761, -2.779], [1.843, 0.551, -2.954], [-2.199, -3.562, 0.368], [1.991, -2.535, 0.911], [-2.006, 0.560, -0.939], [0.232, -2.512, -1.085], [0.921, -0.374, -0.743], [-2.563, -0.355, 0.936], [-0.671, 0.125, -2.090], [0.420, 0.512, 0.629], [-1.209, 2.654, -1.754], [2.368, 2.003, -3.148], [-2.356, -2.016, 1.428]]}

{"formula": "C6H25NO6", "method": "ωB97M-V with the def2-TZVPD basis set", "spin_multiplicity": 1, "smiles": "C/C=C/CCCN.O.O.O.O.O.O", "symbols": ["O", "O", "O", "O", "O", "O", "N", "C", "C", "C", "C", "C", "C", "H", "H", "H", "H", "H", "H", "H", "H", "H", "H", "H", "H", "H", "H", "H", "H", "H", "H", "H", "H", "H", "H", "H", "H", "H"], "xyz": [[3.887, -1.113, -1.289], [-0.814, -2.502, 2.959], [1.753, 2.779, -0.690], [1.964, -1.506, 2.337], [-0.329, -2.981, -0.750], [-2.117, 2.704, -1.360], [-3.312, -0.338, 1.680], [0.202, 0.397, -1.893], [-0.988, 0.586, 1.589], [1.034, 0.820, -3.068], [0.394, 0.347, -0.580], [-2.476, 0.851, 1.482], [-0.443, -0.356, 0.475], [1.547, 0.037, -3.622], [-1.353, 2.204, -1.030], [1.272, 0.690, -0.039], [-3.781, -0.656, 0.846], [-2.026, 3.477, -0.788], [2.607, -0.913, 1.933], [-0.068, -1.262, 0.906], [-1.321, -0.671, -0.111], [1.852, 1.502, -2.806], [0.463, 1.548, -3.649], [-0.556, -2.236, 2.075], [-0.399, 1.506, 1.522], [2.112, 3.636, -0.431], [-0.773, 0.129, 2.558], [-2.757, 1.449, 2.361], [-0.660, -0.163, -2.263], [-2.828, -1.143, 2.058], [-0.302, -2.757, -1.692], [0.497, -3.487, -0.750], [3.261, -1.794, -1.032], [2.149, 2.592, -1.543], [-2.710, 1.402, 0.575], [-0.035, -2.552, 3.518], [1.571, -1.960, 1.586], [3.485, -0.266, -1.075]]}

{"formula": "C6H25NO7", "method": "ωB97M-V with the def2-TZVPD basis set", "spin_multiplicity": 1, "smiles": "CCCC(=O)NCC.O.O.O.O.O.O", "symbols": ["O", "O", "O", "O", "O", "O", "O", "N", "C", "C", "C", "C", "C", "C", "H", "H", "H", "H", "H", "H", "H", "H", "H", "H", "H", "H", "H", "H", "H", "H", "H", "H", "H", "H", "H", "H", "H", "H", "H"], "xyz": [[0.588, 0.846, -1.399], [-3.181, 0.165, -2.127], [1.515, -2.900, 1.976], [-0.247, 3.857, 1.580], [-2.667, 0.103, 0.454], [-0.179, 2.660, -3.382], [-0.394, -0.788, 3.011], [1.428, -0.017, 0.471], [-0.255, -2.303, -0.716], [2.697, 1.282, 2.072], [0.919, -1.531, -1.353], [0.901, -0.166, -0.773], [-1.248, -2.796, -1.756], [1.557, 1.303, 1.075], [2.739, 0.309, 2.573], [1.550, -0.790, 1.111], [-0.565, -1.279, 3.816], [1.873, -2.069, -1.299], [-1.702, -1.952, -2.294], [0.816, -1.681, -2.430], [-1.957, 0.212, 1.092], [1.658, 2.120, 0.373], [-0.366, 1.830, -2.934], [2.702, 2.103, 2.786], [-2.964, -0.683, -1.739], [-0.536, 3.365, -2.842], [-1.177, 4.090, 1.539], [-2.052, -3.363, -1.294], [-0.756, -3.245, -2.612], [3.676, 1.301, 1.574], [0.707, -2.995, 2.488], [0.142, -3.239, -0.290], [0.611, 1.536, 1.578], [1.373, -3.349, 1.141], [-3.423, 0.645, 0.664], [-0.183, 3.186, 0.891], [-0.700, -1.822, 0.157], [-2.373, 0.677, -2.041], [0.479, -0.975, 2.673]]}

{"formula": "C6H26NO7", "method": "ωB97M-V with the def2-TZVPD basis set", "spin_multiplicity": 1, "charge": 1, "symbols": ["O", "O", "O", "O", "O", "O", "O", "N", "C", "C", "C", "C", "C", "C", "H", "H", "H", "H", "H", "H", "H", "H", "H", "H", "H", "H", "H", "H", "H", "H", "H", "H", "H", "H", "H", "H", "H", "H", "H", "H"], "xyz": [[-0.391, 0.865, -2.488], [1.717, 1.119, -2.019], [-3.349, -0.719, -1.385], [3.270, 1.726, 0.168], [1.603, -2.737, -1.485], [-1.628, -2.442, -1.973], [-1.791, -1.732, 0.613], [1.435, -0.143, 0.145], [0.062, 1.699, 2.045], [0.291, -0.698, 0.948], [0.409, 1.263, 3.562], [-0.644, 0.425, 1.428], [-0.636, -1.694, 0.322], [-0.802, 2.949, 2.227], [0.609, -1.429, 1.744], [2.099, 0.326, 0.713], [2.261, 0.572, -2.600], [1.366, 0.891, 3.516], [-0.274, 3.878, 2.682], [1.020, 1.983, 1.559], [-2.159, -1.875, -1.409], [-1.770, 2.825, 2.797], [-3.426, 0.225, -1.285], [2.295, -3.332, -1.670], [-1.120, 0.763, 0.498], [1.282, 1.869, -2.441], [0.546, 2.074, 4.325], [-1.060, 3.309, 1.157], [4.070, 1.851, 0.677], [0.748, -3.217, -1.784], [-0.913, 1.577, -2.596], [1.002, 0.473, -0.501], [-0.126, 0.339, 4.147], [1.983, -0.943, -0.432], [2.887, 2.630, 0.153], [-2.253, -2.819, -2.657], [-0.243, -2.422, -0.370], [-0.787, 0.107, -2.954], [-1.371, -0.034, 2.065], [-4.234, -0.932, -1.003]]}

{"formula": "C6H26O10Sr", "method": "ωB97M-V with the def2-TZVPD basis set", "spin_multiplicity": 1, "charge": 2, "symbols": ["Sr", "O", "O", "O", "O", "O", "O", "O", "O", "O", "O", "C", "C", "C", "C", "C", "C", "H", "H", "H", "H", "H", "H", "H", "H", "H", "H", "H", "H", "H", "H", "H", "H", "H", "H", "H", "H", "H", "H", "H", "H", "H", "H"], "xyz": [[-9.853, 30.097, -14.802], [-7.300, 30.512, -15.768], [-10.320, 27.687, -14.210], [-11.165, 27.691, -11.650], [-8.321, 29.379, -12.928], [-12.011, 32.234, -14.577], [-9.899, 31.728, -16.787], [-8.957, 32.290, -13.765], [-9.154, 28.777, -17.002], [-12.288, 29.622, -15.633], [-11.105, 30.479, -12.454], [-13.233, 31.831, -15.261], [-7.809, 28.882, -17.486], [-12.077, 29.961, -11.523], [-6.881, 29.266, -16.369], [-12.314, 28.528, -11.891], [-13.434, 30.348, -15.128], [-7.460, 27.919, -17.873], [-10.977, 31.421, -12.292], [-6.543, 31.100, -15.691], [-8.239, 28.446, -12.703], [-13.162, 32.091, -16.322], [-11.224, 27.526, -14.505], [-8.295, 32.606, -13.139], [-9.078, 33.025, -14.376], [-12.497, 29.361, -16.536], [-10.279, 27.232, -13.356], [-6.927, 28.481, -15.607], [-9.637, 28.301, -17.685], [-5.870, 29.366, -16.750], [-8.276, 29.833, -12.080], [-11.682, 30.039, -10.505], [-13.595, 30.069, -14.091], [-7.725, 29.585, -18.323], [-9.260, 32.428, -16.960], [-12.501, 28.435, -12.961], [-14.068, 32.387, -14.836], [-11.676, 32.971, -15.098], [-11.047, 27.584, -10.700], [-12.999, 30.550, -11.545], [-10.454, 31.709, -17.575], [-13.198, 28.129, -11.388], [-14.326, 30.080, -15.697]]}

Taking the records one at a time from the top gives energy above the lowest of the compared OMol25 structures with the same formula, charge and spin values of 6.4; 165.3; 293.9; 199.5; 275.3; 9.6 kJ/mol.
Taking the records one at a time from the top gives Kohn-Sham gap values of 0.3676; 0.2956; 0.3136; 0.3623; 0.3777; 0.4003 Ha.